C4H9LiMgO4 | ωB97M-V with the def2-TZVPD basis set

Properties
net charge = 0
relative energy (zero: lowest compared OMol25 entry of this formula, charge and spin) = 0.000 eV
LUMO level = -0.0155 hartree
HOMO = -6.40 eV
orbital gap = 6.0 eV
M = 152.4 g mol⁻¹

The geometry in XYZ format:
```
19
C4H9LiMgO4, DFT ωB97M-V with the def2-TZVPD basis set
O 2.00 0.96 -1.91
Li 3.39 0.71 -0.70
O 2.28 -0.28 0.42
C 1.80 -1.54 0.65
O 0.38 -1.67 0.71
C -0.30 -1.12 -0.45
C -1.51 -0.37 0.03
O -1.09 0.98 0.37
C -2.09 1.86 0.82
Mg 0.83 0.86 -0.36
H 2.17 -1.96 1.61
H 2.11 -2.21 -0.18
H 1.69 0.52 -2.84
H -0.39 -1.92 -1.19
H -1.97 -0.78 0.95
H -2.27 -0.30 -0.76
H -1.59 2.75 1.23
H -2.75 2.17 -0.01
H -2.69 1.36 1.60
```